Entry from OMol25: a structure of composition C36H66B3CrF21N5O6 in a non-equilibrium geometry (wB97M-V/def2-TZVPD).

Each line ends with the Löwdin spin population.
CARTESIAN COORDINATES (ANGSTROEM)
Cr1 2.807 -0.828 -2.090  2.842
B1 0.406 -0.350 0.129  0.001
F1 1.561 0.102 -1.150  0.054
F2 0.487 0.776 0.842  -0.001
F3 -0.669 -0.673 -0.644  0.000
F4 1.021 -1.459 0.651  0.000
B2 2.911 0.287 -5.379  0.001
F5 1.659 -0.025 -5.678  0.000
F6 3.323 1.534 -5.480  -0.001
F7 2.506 0.361 -3.543  0.042
F8 3.788 -0.790 -5.227  0.000
B3 4.271 -2.929 -1.358  0.002
F9 5.555 -3.194 -0.948  0.000
F10 3.416 -4.056 -1.520  0.000
F11 3.425 -1.982 -0.644  0.018
F12 4.199 -2.169 -2.603  0.021
C1 1.621 -5.747 -4.340  0.000
C2 0.309 -5.629 -3.543  0.001
C3 -0.162 -4.211 -3.295  0.004
C4 0.778 -3.137 -2.908  0.028
N1 1.463 -2.242 -2.602  -0.019
H1 2.535 -5.373 -3.818  0.000
H2 1.611 -5.279 -5.288  0.000
H3 1.862 -6.776 -4.512  0.000
H4 0.389 -6.155 -2.639  0.000
H5 -0.453 -5.982 -4.194  0.000
H6 -0.977 -4.207 -2.542  0.001
H7 -0.687 -3.786 -4.181  0.001
C5 -5.234 -1.263 -2.839  0.000
C6 -4.126 -1.478 -1.816  0.000
C7 -3.008 -2.350 -2.409  0.000
C8 -3.467 -3.823 -2.542  0.000
N2 -3.978 -4.854 -2.619  0.000
H8 -5.347 -2.192 -3.401  0.000
H9 -4.937 -0.461 -3.553  0.000
H10 -6.115 -0.959 -2.291  0.000
H11 -4.458 -2.004 -0.917  0.000
H12 -3.738 -0.559 -1.414  0.000
H13 -2.126 -2.377 -1.723  0.000
H14 -2.604 -2.021 -3.401  0.000
C9 7.844 0.828 -4.973  0.000
C10 7.445 0.752 -3.491  0.000
C11 6.406 1.733 -2.868  0.001
C12 5.334 1.095 -2.027  0.011
N3 4.403 0.550 -1.625  -0.010
H15 8.771 1.379 -5.128  0.000
H16 7.057 1.272 -5.526  0.000
H17 8.079 -0.183 -5.229  0.000
H18 8.350 0.662 -2.788  0.000
H19 6.898 -0.237 -3.463  0.000
H20 5.785 2.280 -3.523  0.000
H21 6.830 2.542 -2.284  0.000
C13 0.055 4.458 -1.842  0.000
C14 0.180 3.197 -2.698  0.000
N4 -1.118 2.826 -3.234  0.000
C15 -2.006 2.411 -2.157  0.000
C16 -3.310 1.875 -2.642  0.000
C17 -1.000 1.822 -4.277  0.000
C18 -0.900 0.340 -3.971  0.000
H22 1.067 4.901 -1.668  0.000
H23 -0.293 4.199 -0.833  0.000
H24 -0.583 5.180 -2.272  0.000
H25 0.896 3.465 -3.548  0.000
H26 0.659 2.401 -2.102  0.000
H27 -1.542 1.746 -1.443  0.000
H28 -2.238 3.257 -1.472  0.000
H29 -3.956 1.669 -1.707  0.000
H30 -3.819 2.447 -3.392  0.000
H31 -3.155 0.909 -3.106  0.000
H32 -0.054 2.019 -4.744  0.000
H33 -1.756 1.943 -5.048  0.000
H34 -0.857 -0.209 -4.926  0.000
H35 -1.617 -0.258 -3.450  0.000
H36 0.054 0.186 -3.469  0.000
C19 -3.872 4.712 1.049  0.000
C20 -3.069 4.219 2.257  0.000
N5 -3.259 2.782 2.504  0.000
C21 -2.951 2.541 3.911  0.000
C22 -3.994 3.084 4.889  0.000
C23 -2.356 1.957 1.656  0.000
C24 -3.091 0.592 1.473  0.000
H37 -4.899 4.514 1.265  0.000
H38 -3.529 4.120 0.173  0.000
H39 -3.654 5.755 0.991  0.000
H40 -2.020 4.489 2.173  0.000
H41 -3.382 4.784 3.161  0.000
H42 -2.994 1.453 4.168  0.000
H43 -1.985 2.930 4.209  0.000
H44 -5.031 2.803 4.540  0.000
H45 -3.896 2.840 5.966  0.000
H46 -4.013 4.188 4.817  0.000
H47 -1.380 1.883 2.102  0.000
H48 -2.323 2.520 0.706  0.000
H49 -2.544 -0.050 0.842  0.000
H50 -4.036 0.885 0.930  0.000
H51 -3.419 0.064 2.405  0.000
C25 1.430 4.242 2.911  0.000
C26 1.292 3.120 4.030  0.000
O1 1.901 3.482 5.281  0.000
C27 1.374 4.505 5.885  0.000
O2 0.446 5.212 5.555  0.000
C28 2.098 4.711 7.297  0.000
F13 3.068 5.629 7.205  0.000
F14 1.201 5.068 8.176  0.000
F15 2.732 3.623 7.642  0.000
H52 0.971 3.806 2.019  0.000
H53 2.456 4.380 2.766  0.000
H54 0.888 5.134 3.295  0.000
H55 1.814 2.243 3.790  0.000
H56 0.246 2.879 4.126  0.000
C29 1.696 -1.673 3.976  0.000
C30 0.215 -1.351 3.771  0.000
O3 -0.372 -1.390 5.078  0.000
C31 -1.666 -1.412 5.177  0.000
O4 -2.470 -1.244 4.270  0.000
C32 -2.151 -1.436 6.675  0.000
F16 -2.136 -0.280 7.300  0.000
F17 -3.455 -1.791 6.627  0.000
F18 -1.488 -2.310 7.405  0.000
H57 1.847 -2.664 4.341  0.000
H58 2.182 -0.959 4.742  0.000
H59 2.176 -1.633 3.030  0.000
H60 -0.374 -2.032 3.199  0.000
H61 0.075 -0.395 3.309  0.000
C33 2.005 -5.102 2.120  0.000
C34 0.959 -5.157 1.028  0.000
O5 -0.367 -4.859 1.617  0.000
C35 -1.184 -4.323 0.719  0.000
O6 -0.981 -4.095 -0.449  0.000
C36 -2.560 -4.076 1.380  0.000
F19 -2.981 -2.892 1.103  0.000
F20 -3.451 -4.956 0.924  0.000
F21 -2.477 -4.192 2.744  0.000
H62 2.826 -5.786 1.856  0.000
H63 1.544 -5.414 3.051  0.000
H64 2.436 -4.112 2.339  0.000
H65 0.997 -6.208 0.646  0.000
H66 1.213 -4.553 0.206  0.000

DFT total energy = -5353.4053 Ha
⟨S²⟩ = 3.76
Spin multiplicity = 4
HOMO level (spin up / spin down) = -8.278 / -8.278 eV
LUMO (spin up / spin down) = -1.63 / -1.15 eV
Total charge = 0